C34H65Cl2NO25 | wB97M-V/def2-TZVPD

Geometry as XYZ:
```
127
Properties=species:S:1:pos:R:3:forces:R:3:lowdin_charge:R:1
H 2.26731 -5.53546 -3.93804 -0.072 0.030 -0.118 0.0981
H -2.03238 0.62054 -3.05672 0.024 0.014 -0.021 0.0818
C 8.44295 -4.84862 -3.68879 -0.046 -0.051 -0.064 -0.5987
H -2.02047 -5.85292 5.84694 -0.107 0.078 -0.144 0.0916
C -0.42562 2.94122 -4.22044 -0.222 0.055 -0.113 -0.0278
H 0.96178 0.37694 -0.99662 0.014 0.345 0.110 0.1239
H 10.08910 -3.04908 -1.69517 0.119 -0.042 0.271 0.0664
H -9.34715 0.24302 2.81868 -0.078 0.048 0.083 0.0928
C -0.81167 -0.41624 0.05585 0.541 0.382 -0.376 -0.3036
H 4.02989 -5.42521 -4.05252 0.039 0.219 0.032 0.0871
H -8.63539 3.71559 5.50493 0.156 0.099 0.091 0.0958
H -0.12596 -2.52310 0.05799 0.056 0.028 -0.182 0.0747
H 6.21247 -3.56128 -3.14328 0.120 0.040 0.054 0.1004
H -3.46249 1.46946 6.69024 -0.032 -0.038 -0.087 0.0916
N 3.68918 1.71261 0.57260 0.166 0.220 0.044 0.1348
C 0.68971 -0.04139 -0.02838 -0.404 -1.236 0.094 -0.1078
O -3.36559 -2.64031 7.12871 -0.001 -0.068 -0.102 0.1204
C 0.39615 1.81439 -8.65710 0.055 -0.032 -0.294 -0.0370
O -0.11589 3.60484 -6.77543 0.001 -0.063 -0.014 0.1356
O -3.14071 -4.19431 5.49815 -0.030 0.044 -0.007 0.0001
C 3.09301 -5.10049 -4.49912 0.099 -0.282 0.013 -0.0414
O 9.06451 -5.90292 -4.21801 -0.038 0.053 0.009 0.0099
H 8.78911 -1.86592 -1.59037 0.024 0.075 -0.004 0.0942
H -2.46247 3.23059 2.59907 0.017 -0.193 0.250 0.0794
O -5.63917 1.56033 5.13272 0.027 0.300 0.123 0.1071
C 10.60291 1.23492 1.68714 0.024 0.199 0.154 -0.0477
O -12.25142 2.15775 1.18774 0.046 -0.063 0.024 0.0049
H 1.22791 -0.98690 0.04229 0.338 0.174 0.135 0.1222
C -7.87475 2.96600 5.30633 -0.324 -0.018 -0.094 -0.0354
C 1.11317 3.07999 -1.15655 2.080 -4.077 3.800 -0.5864
H -3.75496 1.00894 -0.52600 -0.241 -0.073 -0.389 0.0742
C 10.20067 -0.33167 0.02040 0.023 -0.114 -0.018 -0.6202
H 3.06700 -5.43494 -5.53510 -0.143 0.013 0.017 0.0998
H -0.48305 -0.14204 -2.75349 0.013 -0.041 0.092 0.0695
H 10.55261 -7.26356 -3.96197 -0.139 0.048 -0.134 0.0937
H -1.57312 1.43543 -0.90381 0.537 -0.038 0.258 0.1120
H -1.13283 -0.12867 1.05660 0.139 0.147 0.057 0.0891
H -4.10589 -0.48311 5.75920 0.024 -0.053 0.067 0.0730
H -3.64767 -0.67680 -1.18532 -0.162 0.142 -0.120 0.0745
H 3.50414 0.75337 0.31506 -0.067 -0.041 0.276 0.1018
O 10.39542 -1.61189 -0.28874 0.016 0.167 0.048 0.0112
H 9.55214 1.50313 1.78800 0.014 0.034 -0.131 0.0959
O -11.04868 0.41994 1.63482 -0.043 0.072 -0.008 0.0058
O -4.33771 -2.44042 5.09619 0.043 -0.118 0.071 0.0090
C 2.56988 2.55258 0.38799 0.942 0.121 -1.061 -0.4617
H -0.51438 2.27458 -9.03752 0.054 0.109 0.059 0.0981
O 1.03663 -3.72811 -5.44462 0.114 0.020 0.065 0.1273
H -8.17200 2.03108 5.77842 0.083 -0.048 -0.087 0.0991
C -3.59389 -3.04866 6.01828 -0.042 0.043 -0.082 -0.6194
C -11.51288 1.56844 2.13002 -0.004 -0.045 -0.067 -0.6195
H 0.81522 -1.25035 -6.40223 -0.063 -0.113 0.043 0.0992
C -10.23311 -0.32598 2.54023 0.158 -0.199 0.103 -0.0374
H -1.67332 -2.23903 0.79857 -0.029 -0.153 -0.015 0.0806
C 2.95008 4.04109 0.56803 0.122 -0.743 0.859 0.0331
H 4.10608 1.79870 1.48656 -0.089 -0.154 0.008 0.0709
O 1.13548 0.72902 1.09747 -0.949 0.371 -1.175 -0.0851
O -11.30200 1.99882 3.23544 0.012 -0.017 -0.088 0.1164
H 1.11801 -0.02049 -5.17629 0.224 -0.081 0.115 0.0750
H -2.87926 -5.24638 7.27208 0.041 0.120 0.043 0.0967
C -3.18582 0.08192 -0.55931 0.835 0.285 0.686 -0.0542
C -12.81839 3.40827 1.58048 -0.147 0.236 -0.011 -0.0415
H -2.01046 -1.04528 -2.58911 0.191 -0.192 0.011 0.0685
C 0.92799 -1.07504 -5.33426 -0.167 0.152 -0.096 -0.0306
O 3.05860 -3.67471 -4.42793 0.028 0.022 0.007 -0.0129
O 0.75549 3.82559 -1.93021 -1.781 3.519 -3.547 0.2325
H 5.96525 -3.13706 -4.84033 0.077 -0.199 -0.099 0.0912
O 8.71191 -4.32519 -2.63470 -0.238 -0.369 -0.355 0.0937
H -1.42946 -4.39562 6.66134 -0.081 0.049 0.094 0.0969
H 10.34584 -1.43609 -2.36283 -0.109 0.128 0.059 0.1029
O 0.23439 1.42907 -7.29165 -0.034 0.059 0.148 -0.0135
H -5.47005 -0.79431 4.68850 0.095 -0.161 -0.116 0.0827
C -2.32063 -4.95644 6.38334 0.152 -0.191 0.086 -0.0458
H -5.55600 -1.33095 6.37054 0.123 0.004 0.069 0.1042
O -6.64885 3.44676 5.86375 0.073 -0.032 0.004 0.0101
C -5.61219 2.62710 5.69738 -0.046 0.097 0.001 -0.6007
H 0.59537 0.90721 -9.22178 -0.017 -0.086 0.173 0.0931
H -2.55590 2.98643 6.65347 -0.158 0.139 0.044 0.0975
H -1.29932 3.62777 1.34891 0.083 0.120 0.153 0.0875
H -3.19779 -0.29338 0.46649 -0.214 -0.059 0.013 0.0714
O 10.73877 -0.10799 1.22519 -0.013 -0.033 -0.037 -0.0006
C 9.86731 -2.00327 -1.56342 0.148 0.146 -0.106 -0.0417
H -1.58443 -2.24405 -0.93374 0.223 -0.055 -0.150 0.0693
H -12.03626 4.12665 1.82133 -0.005 -0.060 0.115 0.0971
H 11.10801 1.92671 1.01455 -0.119 -0.002 -0.063 0.0966
O -0.14987 1.95708 -5.22644 -0.066 -0.020 -0.198 -0.0152
H 10.91234 -5.66451 -3.29271 -0.076 0.036 0.090 0.0976
H -1.88017 1.99999 1.46203 -0.109 -0.001 0.003 0.0594
Cl 2.17108 1.89767 3.43998 0.053 0.620 -0.167 0.6946
C -0.43629 2.48182 2.98105 -0.200 0.504 0.288 -0.7010
C 6.71699 -3.34287 -4.08329 -0.225 0.254 0.017 -0.0286
H 3.36775 4.37944 -0.37121 0.095 0.074 -0.080 0.1049
C 10.13566 -6.41653 -3.42405 0.206 -0.161 0.086 -0.0358
H 3.72604 4.10779 1.33178 -0.130 0.189 0.082 0.0958
C -1.68581 0.35371 -0.94554 -1.568 -0.898 -0.333 -0.3704
O 0.35516 2.66272 -0.07988 -1.350 0.307 0.634 0.0969
H -0.50699 2.41463 -3.27872 0.013 -0.215 -0.136 0.0629
C 1.95337 -3.12636 -4.94814 -0.015 0.122 0.004 -0.6181
C -4.89413 -1.18851 5.51690 -0.162 0.072 -0.041 -0.0427
C -3.34533 2.41761 6.16906 0.279 -0.066 -0.026 -0.0344
O 9.63858 0.48699 -0.66164 0.062 -0.045 0.097 0.1203
H 7.35575 -2.46669 -3.98062 0.041 -0.066 0.126 0.0968
H 0.01704 -1.34988 -4.80383 0.007 -0.112 -0.102 0.0923
H 0.38125 3.65919 -4.15726 -0.013 0.063 -0.141 0.0922
O 2.04905 -1.80428 -4.81868 0.049 -0.104 0.046 0.0100
O 7.47565 -4.47375 -4.52319 0.029 -0.032 0.010 0.0116
H 11.07541 1.28485 2.66485 0.035 -0.188 -0.033 0.0914
H -7.78320 2.83642 4.22917 0.050 -0.112 0.037 0.0956
H -13.48851 3.27746 2.42871 0.113 0.008 0.067 0.0976
H 2.10436 4.66623 0.84753 0.015 0.076 -0.103 0.0910
O -4.54230 3.19320 6.25759 -0.076 -0.018 -0.026 0.0129
H 1.24083 2.49248 -8.76822 -0.095 0.092 0.037 0.0989
C -1.04258 -1.94465 -0.04070 -0.403 0.248 0.480 -0.0334
H -10.79970 -0.60561 3.42708 0.033 0.121 0.037 0.0982
H 9.76883 -6.75728 -2.45706 0.012 0.128 0.029 0.0987
O 2.30333 2.45458 -1.06391 -0.495 0.503 -0.084 0.0927
C -1.59163 2.85974 2.06536 0.071 -0.148 -0.630 -0.0931
H -3.06931 2.24878 5.12856 -0.090 -0.135 0.017 0.0706
H -9.92338 -1.22828 2.02004 -0.104 0.079 -0.148 0.0941
C 1.15326 2.11152 0.93114 2.637 0.395 0.765 -0.4564
H -1.37119 3.44297 -4.42571 0.068 0.048 -0.095 0.1103
H -0.48681 3.14175 3.84334 0.215 -0.061 0.171 0.0886
H -13.38930 3.77878 0.73331 0.064 -0.168 -0.085 0.0931
C -0.02042 2.44895 -6.46097 -0.023 -0.075 0.061 -0.6086
H 1.18566 3.76053 2.43315 -0.087 0.064 -0.323 0.1023
C -1.51920 -0.09283 -2.40740 0.086 0.506 -0.049 -0.0766
Cl -0.70444 0.84067 3.68560 -0.132 0.250 -0.204 0.6223
C 0.96316 2.70329 2.35592 -0.891 -1.266 0.261 -0.5223
```
Forces are in eV/Å.

Values from the calculation:
- HOMO-LUMO gap: 10.0 eV
- E: -114034.6436 eV
- E_LUMO: 0.37 eV
- HOMO level: -9.63 eV
- SMILES string: CC(C)[C@@H](C)CO[C@]1([C@H](Cl)[C@@H](C)Cl)OC(=O)O[C@]1(C)N.COC(=O)OC.COC(=O)OC.COC(=O)OC.COC(=O)OC.COC(=O)OC.COC(=O)OC.COC(=O)OC
- Net charge: 0
- 2S+1: 1